9
Properties=species:S:1:pos:R:3:forces:R:3:lowdin_charge:R:1 method="wB97M-V/def2-TZVPD" e_homo_ev="-27.690 / -25.644" gap_ev="9.3180 / 6.5372" charge=+3 lumo_energy_ev="-18.372 / -19.107" energy_ha=-477.04408
O -1.612 1.660 -0.534 1.8 -0.2 0.5 0.498
C -0.586 1.153 -0.220 0.1 1.3 -1.1 0.013
C -0.363 -0.225 0.375 -1.8 -0.7 1.3 -0.121
O 0.837 -0.798 -0.059 -1.8 -1.1 0.0 -0.306
Al 2.220 0.047 -0.159 4.0 1.9 -0.2 1.395
H -1.252 -0.828 0.116 0.3 0.1 0.0 0.195
H -0.351 -0.084 1.472 -0.2 0.1 -0.1 0.204
Li 0.545 -2.553 -0.556 -0.3 -1.7 -0.4 0.900
H 0.563 1.629 -0.435 -2.1 0.3 0.1 0.222

9
Properties=species:S:1:pos:R:3:forces:R:3:lowdin_charge:R:1 method="wB97M-V/def2-TZVPD" e_homo_ev=-10.114 gap_ev=6.1820 charge=+1 lumo_energy_ev=-3.932 energy_ha=-323.88642
H -0.661 -0.146 -2.524 -0.2 0.3 0.3 0.094
O -0.851 3.075 -2.599 0.0 -0.5 0.3 0.251
C -0.757 1.976 -2.292 0.0 0.3 -0.2 -0.135
C -0.613 0.700 -1.833 0.3 0.0 0.2 -0.241
C -0.268 0.662 -0.481 -0.2 0.1 -0.6 0.043
H -0.193 1.669 -0.031 -0.2 0.0 -0.2 0.007
C 0.633 -1.340 1.753 0.4 -0.9 1.2 0.034
O 0.902 -2.068 2.591 -0.3 0.7 -0.8 -0.026
Cs 1.807 -4.527 5.416 0.0 0.1 -0.1 0.972

9
Properties=species:S:1:pos:R:3:forces:R:3:lowdin_charge:R:1 method="wB97M-V/def2-TZVPD" e_homo_ev=-10.688 gap_ev=9.2381 charge=0 lumo_energy_ev=-1.450 energy_ha=-5645.54039
C -0.273 0.361 0.724 -3.5 -3.2 0.2 -1.001
N -0.708 -1.069 -0.518 1.5 3.8 2.7 -0.407
N 0.617 1.225 0.177 3.1 2.0 -1.7 -0.175
O -0.546 -2.111 -0.074 0.5 -3.2 1.1 0.110
O -1.150 -0.632 -1.482 -1.1 0.7 -3.2 0.089
F 1.848 0.652 -0.299 -1.6 -0.9 0.2 -0.012
F 1.197 1.989 1.157 -0.7 0.6 0.7 -0.013
Br -2.170 1.239 0.523 2.1 -0.5 0.9 0.641
Br 0.115 -0.550 2.372 -0.2 0.7 -0.7 0.768

12
Properties=species:S:1:pos:R:3:forces:R:3:lowdin_charge:R:1 method="wB97M-V/def2-TZVPD" e_homo_ev=-9.824 gap_ev=9.3218 charge=0 lumo_energy_ev=-0.502 energy_ha=-286.13674
C -0.482 -0.130 -1.545 -0.3 -0.4 -0.4 -0.239
C -0.903 -0.885 -2.519 0.3 0.5 0.5 0.199
C -1.144 0.238 -0.258 -0.1 0.2 -0.1 -0.296
N -1.203 -0.705 0.848 0.0 -0.2 0.0 0.075
C -0.299 0.444 0.955 0.1 0.2 0.1 -0.290
C 1.132 0.253 0.857 0.4 0.0 0.0 -0.103
C 2.323 0.096 0.772 -0.4 0.0 0.0 0.130
H 0.525 0.250 -1.772 0.0 -0.1 0.0 0.106
H -2.038 0.847 -0.360 0.1 -0.1 0.0 0.138
H -0.676 -1.546 0.624 0.0 0.1 0.0 0.109
H -0.615 1.188 1.681 0.1 -0.1 -0.1 0.138
H 3.381 -0.050 0.718 -0.2 0.0 0.0 0.032

20
Properties=species:S:1:pos:R:3:forces:R:3:mulliken_spin:R:1 method="wB97M-V/def2-TZVPD" e_homo_ev="-13.290 / -13.287" gap_ev="8.4482 / 6.1557" charge=+1 lumo_energy_ev="-4.842 / -7.132" spin_multiplicity=2 energy_ha=-650.85087
C -2.508 2.243 0.770 0.0 0.4 0.1 0.000
C -1.979 1.089 -0.058 -0.1 0.4 0.2 0.001
S -0.300 1.590 -0.674 -1.4 -4.0 -2.0 0.001
H -2.613 3.139 0.150 0.0 -0.1 0.0 0.000
H -1.829 2.506 1.585 -0.1 -0.1 0.1 0.000
H -3.494 2.015 1.180 0.1 -0.1 0.0 0.000
H -2.654 0.929 -0.899 0.3 0.0 -0.1 0.000
H -1.913 0.156 0.511 0.1 0.2 0.0 0.000
C 0.761 -2.887 1.518 -0.3 -0.1 0.2 0.011
C 0.996 -1.681 0.702 -0.8 -0.7 0.4 0.328
C 1.848 -1.651 -0.387 0.6 0.3 -0.7 0.180
N 2.066 -0.546 -1.115 -2.3 -0.9 -0.5 0.304
H 1.255 -3.807 1.207 0.2 0.3 -0.2 0.002
H 1.046 -2.701 2.563 0.0 0.1 -0.1 0.053
H -0.322 -3.074 1.554 0.2 0.0 0.1 0.030
H 0.271 -0.880 0.832 0.6 0.3 0.2 0.091
H 2.283 -2.581 -0.755 0.2 0.2 0.3 0.008
H 1.308 0.172 -0.984 1.2 -0.1 0.5 -0.011
H 2.073 -0.761 -2.115 1.2 0.2 0.1 0.001
H -0.417 -0.101 -1.601 0.4 3.6 1.5 0.002

14
Properties=species:S:1:pos:R:3:forces:R:3:lowdin_charge:R:1 method="wB97M-V/def2-TZVPD" e_homo_ev=-9.128 gap_ev=8.8477 charge=0 lumo_energy_ev=-0.280 energy_ha=-449.07803
H -1.383 -1.869 -0.530 3.1 0.3 -0.1 0.079
N -0.292 -1.952 -0.428 0.4 4.1 0.6 0.098
C 0.344 -0.759 -0.251 -0.9 -2.8 -0.3 -0.306
N 1.645 -0.812 0.266 -0.2 -3.1 -0.9 -0.077
O 2.486 0.242 0.089 1.0 2.7 2.3 -0.092
C -0.294 0.667 -0.345 1.5 1.4 1.6 -0.345
N 0.150 1.927 -0.161 -1.3 -4.0 -2.0 0.144
H 1.157 1.985 -0.402 -0.6 -0.4 0.8 0.040
N -1.610 0.286 -0.501 -5.6 3.5 -0.1 -0.119
O -2.230 -0.312 0.713 -0.1 4.7 1.9 -0.167
H 2.196 -1.624 -0.086 -1.2 0.4 0.7 0.153
H 2.629 0.562 1.052 -0.1 -0.5 -2.4 0.157
H -2.373 1.072 -0.878 3.1 -2.3 1.5 0.205
H -2.424 0.588 1.464 1.0 -4.0 -3.4 0.231